C30H29AuF15GeN7O3S | ωB97M-V/def2-TZVPD

Results
Gap between HOMO and LUMO (spin up / spin down) (eV): 4.371 / 4.373
Multiplicity: 1
Total charge: +2

Geometry (Å):
Au: 0.08 0.01 0.11
N: -0.67 -2.06 -0.68
C: -0.14 -2.21 -2.03
C: -0.07 -3.66 -2.53
C: -1.40 -4.39 -2.68
C: -2.19 -4.05 -3.95
N: -2.70 -2.69 -4.00
C: -3.72 -2.22 -3.30
N: -4.33 -2.98 -2.40
N: -4.08 -0.94 -3.42
C: 1.33 -1.64 -2.03
O: 2.13 -2.08 -2.81
O: 1.58 -0.72 -1.18
H: -0.24 -2.74 -0.06
H: -1.68 -2.14 -0.61
H: -0.72 -1.57 -2.70
H: 0.55 -4.22 -1.82
H: 0.48 -3.64 -3.47
H: -2.01 -4.23 -1.79
H: -1.18 -5.46 -2.73
H: -3.02 -4.76 -4.05
H: -1.54 -4.19 -4.82
H: -2.26 -2.07 -4.67
H: -4.16 -3.97 -2.38
H: -5.17 -2.66 -1.94
H: -3.69 -0.35 -4.14
H: -4.90 -0.59 -2.95
O: 1.05 2.07 0.52
C: 2.17 2.14 1.02
C: 3.09 0.99 1.21
C: 3.99 1.05 -0.05
C: 4.82 2.33 -0.19
C: 4.07 3.55 -0.77
C: 3.05 4.23 0.18
N: 2.77 3.33 1.29
H: 2.54 0.04 1.22
H: 3.71 1.08 2.10
H: 3.36 0.92 -0.93
H: 4.67 0.20 0.02
H: 5.63 2.11 -0.89
H: 5.30 2.57 0.76
H: 3.57 3.22 -1.68
H: 4.81 4.30 -1.05
H: 2.12 4.45 -0.34
H: 3.46 5.14 0.60
H: 3.60 3.24 1.87
N: -2.62 -0.55 1.37
N: -1.76 0.59 1.21
H: -3.43 -0.33 1.96
H: -2.09 -1.28 1.86
H: -1.41 0.98 2.09
H: -2.28 1.32 0.73
F: 4.44 -0.81 3.28
C: 3.91 -0.61 4.50
C: 2.78 -1.33 4.83
C: 2.17 -1.08 6.04
F: 1.02 -1.72 6.29
C: 2.69 -0.16 6.95
F: 2.06 0.09 8.09
C: 3.85 0.54 6.60
F: 4.34 1.45 7.42
C: 4.46 0.32 5.37
F: 5.52 1.03 5.01
Ge: 1.87 -2.53 3.54
S: 0.48 -1.13 2.57
C: 0.83 -3.94 4.48
C: 1.56 -4.68 5.39
F: 2.86 -4.38 5.48
C: 1.01 -5.68 6.18
F: 1.74 -6.38 7.03
C: -0.36 -5.94 6.06
F: -0.93 -6.88 6.79
C: -1.13 -5.20 5.15
F: -2.43 -5.44 5.02
C: -0.52 -4.22 4.37
F: -1.26 -3.55 3.48
C: 3.17 -3.49 2.39
C: 2.79 -4.01 1.17
F: 1.52 -3.77 0.75
C: 3.64 -4.77 0.38
F: 3.21 -5.23 -0.79
C: 4.93 -5.03 0.83
F: 5.77 -5.74 0.09
C: 5.34 -4.53 2.07
F: 6.56 -4.78 2.52
C: 4.46 -3.77 2.83
F: 4.85 -3.30 4.01

=====

C4H7N2O | ωB97M-V/def2-TZVPD

Results
Energy relative to the best compared isomer or geometry (same formula, charge and spin) (kcal/mol): 109.6
Gap between HOMO and LUMO (eV): 10.880
Multiplicity: 1
Structure (SMILES): C#CC(=[NH2+])NOC
Total charge: +1

Geometry (Å):
C: 3.28 0.77 0.15
C: 2.16 0.33 0.02
C: 0.84 -0.43 0.05
N: 0.75 -1.70 0.07
N: -0.18 0.38 0.05
O: -1.42 -0.16 0.40
C: -2.50 0.55 -0.20
H: 4.26 1.02 0.32
H: 1.53 -2.18 -0.40
H: -0.25 -1.94 0.16
H: 0.10 1.35 0.35
H: -2.47 0.34 -1.22
H: -2.57 1.53 0.10
H: -3.52 0.14 0.14

=====

C22H36O3P2Zr | ωB97M-V/def2-TZVPD

Results
Energy relative to the best compared isomer or geometry (same formula, charge and spin) (kcal/mol): 7.0
Gap between HOMO and LUMO (eV): 5.635
Multiplicity: 1
Total charge: +2

Geometry (Å):
P: -1.95 -0.25 1.22
P: 1.37 -0.14 -0.91
C: -1.33 0.67 -0.26
C: -0.40 0.05 -1.32
H: -1.05 1.71 -0.04
H: -2.32 0.71 -0.73
H: -0.85 -0.88 -1.73
H: -0.37 0.75 -2.16
C: 2.20 1.47 -1.13
H: 3.26 1.32 -0.86
H: 1.80 2.24 -0.45
H: 2.17 1.87 -2.16
C: 2.07 -1.35 -2.04
H: 2.37 -0.90 -3.00
H: 1.35 -2.16 -2.21
H: 2.97 -1.76 -1.54
C: -3.05 0.91 2.11
H: -3.42 0.38 3.00
H: -3.89 1.25 1.49
H: -2.46 1.78 2.44
C: -3.02 -1.58 0.56
H: -2.48 -2.19 -0.18
H: -3.95 -1.20 0.11
H: -3.28 -2.23 1.41
Zr: 0.68 -0.29 1.58
C: -1.07 1.82 -3.76
C: -0.54 2.81 -3.01
C: -1.25 4.11 -2.83
C: -2.74 4.01 -2.41
C: -3.08 2.84 -1.55
C: -3.54 1.67 -2.06
C: -3.62 1.41 -3.54
C: -2.42 1.88 -4.41
C: -0.32 -1.94 2.75
H: -0.48 0.94 -4.06
H: 0.49 2.77 -2.63
H: -1.21 4.71 -3.76
H: -0.70 4.69 -2.08
H: -2.97 4.93 -1.84
H: -3.36 4.07 -3.31
H: -3.06 3.03 -0.48
H: -4.04 0.89 -1.46
H: -4.54 1.86 -3.96
H: -3.74 0.33 -3.67
H: -2.38 1.20 -5.27
H: -2.65 2.87 -4.83
H: 0.19 -2.89 2.55
H: -1.39 -2.13 2.77
H: -0.03 -1.67 3.78
O: 3.89 -3.97 1.62
C: 4.21 -3.59 2.88
C: 5.08 -4.40 3.61
C: 5.39 -4.03 4.91
C: 4.89 -2.87 5.52
C: 4.05 -2.04 4.78
C: 3.71 -2.39 3.48
C: 2.75 -1.61 2.73
O: 2.24 -0.48 3.15
O: 2.27 -2.03 1.59
H: 3.16 -3.34 1.34
H: 5.51 -5.28 3.10
H: 6.08 -4.68 5.48
H: 5.17 -2.61 6.55
H: 3.63 -1.10 5.17

=====

Let's list calculated total energy in order: -159941.3908 -9278.0380 -49381.4394 eV.
Let's list max |F| in order: 3.7 5.5 4.1 eV/A.